The following is a quantum chemistry calculation of a gas-phase ion, C3H10N4 (charge +2), from the OMol25 dataset.

```
17
Properties=species:S:1:pos:R:3:forces:R:3:mulliken_charge:R:1
C -1.3304 0.0376 0.0658 -1.48 4.03 -0.29 0.907
C -0.9581 -1.3078 0.0873 2.51 -1.72 6.21 -1.438
C 0.9927 1.0188 0.4676 -0.52 -1.13 2.33 -0.649
N -0.4501 1.0615 0.3475 -2.09 -0.45 -1.46 -0.149
N 1.6253 -0.0125 -0.2243 3.03 -4.29 -1.26 0.245
N -2.5985 0.2059 -0.3563 2.45 -4.67 1.43 -0.345
N 2.8651 -0.2979 -0.3911 -4.12 5.87 2.23 -0.231
H 0.0151 -1.5277 0.6614 -1.92 0.08 -0.78 0.289
H -1.7587 -1.9762 0.3293 -0.42 -0.30 0.84 0.505
H 1.3738 1.9502 0.2680 0.94 2.61 -0.59 0.567
H 1.1849 0.8703 1.5775 0.51 -0.28 -0.92 0.405
H -0.8023 2.0202 0.2473 0.04 -0.56 -0.02 0.293
H -0.8202 -1.5029 -0.8472 1.53 -1.60 -6.08 0.523
H -3.0233 -0.7377 -0.5925 0.28 1.82 0.55 0.245
H -3.0509 0.9152 -0.7916 -1.22 3.34 -1.15 0.242
H 3.1969 -1.1760 -0.6583 0.09 -2.20 -1.19 0.273
H 3.5388 0.4590 -0.1905 0.39 -0.57 0.15 0.318
```
Forces are in eV/Å.

The value obtained for the orbital gap is 0.3114 Ha. Its structure (SMILES) is CC(=[NH2+])NCN=[NH2+]. Its spin multiplicity is 1. As for the highest occupied orbital energy: -19.52 eV. For the electronic energy, the calculation gives -9212.964 eV. Its total charge is +2. The relative energy (zero: lowest compared OMol25 entry of this formula, charge and spin) is 90.9 kcal per mole.

The following is a quantum chemistry calculation of a molecular structure, C29H28CrFN10O7, from the OMol25 dataset.

```
76
Properties=species:S:1:pos:R:3:forces:R:3:mulliken_charge:R:1
Cr 0.7066 -1.3745 0.0648 1.32 -0.33 0.27 -0.357
C -3.1944 2.4618 -5.6918 0.09 0.02 0.00 -0.909
O -1.9922 2.5376 -4.9435 -0.06 0.01 -0.01 -0.418
C -2.0129 3.2630 -3.7979 -0.16 0.06 -0.07 0.826
C -3.0803 4.0532 -3.3891 -0.16 0.13 0.06 -0.486
C -3.0257 4.7007 -2.1550 -0.09 -0.07 -0.07 -0.317
C -1.9454 4.5251 -1.3069 -0.16 -0.28 -0.04 -0.474
C -0.8348 3.8168 -1.7777 0.23 0.18 0.04 0.257
C -0.8646 3.2031 -3.0120 0.25 -0.07 0.14 -0.707
N -2.0311 5.1514 -0.0235 0.87 0.00 0.09 -0.647
N -1.5408 4.6640 1.0165 -1.06 -0.08 0.10 -0.381
C -1.1020 3.3162 1.1980 0.22 -0.21 -0.37 -0.061
C -0.1405 3.1659 2.1609 0.32 0.15 0.11 -0.401
C 0.5517 1.9543 2.3938 0.15 0.27 0.36 -0.610
C 0.3220 0.8806 1.5874 0.02 -0.58 -0.25 0.926
O 0.9405 -0.3032 1.6561 -0.27 0.38 -0.45 -0.642
C -0.7026 1.0026 0.5940 -0.12 -0.32 0.23 0.601
N -0.8621 -0.1162 -0.1773 -0.70 0.70 -0.03 1.276
C -1.8944 -0.1586 -0.9967 0.19 -0.03 -0.07 -0.209
C -2.8797 0.8362 -1.0006 -0.16 0.10 -0.13 -1.860
C -2.7072 1.9713 -0.2546 -0.06 0.00 0.02 -0.366
C -1.5261 2.1323 0.4994 -0.04 0.13 -0.09 -0.564
H -3.0355 1.6972 -6.4443 0.04 -0.03 -0.04 0.247
H -3.4180 3.4089 -6.1861 -0.01 0.06 0.01 0.348
H -4.0373 2.1756 -5.0600 -0.02 -0.02 0.03 0.370
H -3.9486 4.1865 -4.0237 0.08 -0.01 0.10 0.428
H -3.8438 5.3319 -1.8248 0.01 -0.08 -0.04 0.437
H 0.0624 3.7641 -1.1698 -0.06 -0.08 -0.04 0.450
H -0.0144 2.6407 -3.3849 -0.06 0.06 0.08 0.477
H 0.1243 4.0564 2.7245 0.01 -0.14 -0.02 0.461
H 1.2906 1.8799 3.1832 -0.05 0.09 -0.06 0.561
H -1.9377 -1.0023 -1.6736 -0.08 -0.03 0.06 0.763
H -3.7595 0.7138 -1.6212 0.08 -0.03 0.05 0.455
H -3.4777 2.7329 -0.2349 0.14 -0.02 -0.07 0.684
F 3.7811 2.6020 3.0227 -0.01 0.04 0.05 -0.283
C 4.6021 1.9581 2.1839 0.01 0.13 0.15 0.246
C 4.1967 0.8668 1.5416 0.07 -0.48 -0.34 0.193
N 5.0281 0.1847 0.6623 -0.16 0.16 0.01 0.140
C 4.6099 -1.0165 -0.0686 0.03 0.10 0.23 -0.861
C 3.1136 -1.1702 -0.0987 -0.50 -0.08 -0.02 0.578
O 2.5771 -2.2175 0.3889 -0.13 0.56 -0.14 -0.632
O 2.3871 -0.2652 -0.5958 -0.08 -0.47 0.22 -0.471
C 6.3257 0.6036 0.4254 0.06 -0.19 -0.17 0.360
O 7.0704 0.0305 -0.3483 -0.24 0.23 0.32 -0.644
N 6.7052 1.7173 1.1483 -0.23 0.02 0.03 -0.051
C 5.9456 2.4888 2.0356 0.31 0.04 -0.05 0.032
O 6.4079 3.4576 2.5920 -0.10 -0.14 -0.09 -0.610
H 3.1961 0.4779 1.6877 0.00 -0.02 -0.05 0.417
H 5.0532 -1.9020 0.3748 0.05 -0.09 0.07 0.351
H 4.9670 -0.9329 -1.0900 0.08 0.04 -0.13 0.387
H 7.6492 2.0249 0.9909 0.21 0.08 -0.03 0.222
C 0.3582 -3.9353 1.4297 -0.30 -0.07 0.06 -0.847
N -0.5576 -2.8358 0.9571 -0.04 -0.02 0.22 1.551
C -1.2856 -2.3108 2.1636 -0.02 -0.29 0.05 -0.999
N -2.0214 -3.3595 2.8511 0.05 -0.16 -0.09 0.117
C -1.0782 -4.4125 3.2651 -0.01 0.12 -0.31 -0.655
N -0.3728 -4.9919 2.1098 -0.14 0.05 0.04 0.077
C -1.3697 -5.5519 1.1882 -0.01 0.33 0.05 -0.636
N -2.3218 -4.5224 0.7387 0.07 -0.01 0.13 0.060
C -1.5869 -3.4674 0.0606 0.03 -0.12 0.36 -0.774
C -2.9880 -3.9555 1.9197 0.29 0.01 -0.05 -0.666
H 1.0911 -3.5037 2.1081 0.04 0.09 0.01 0.256
H 0.8819 -4.3362 0.5629 -0.01 0.02 -0.05 0.308
H -1.9762 -1.5338 1.8420 -0.05 0.06 -0.11 0.192
H -0.5606 -1.8684 2.8411 0.13 0.02 -0.01 0.275
H -1.6348 -5.2002 3.7730 0.02 -0.01 0.01 0.342
H -0.3469 -3.9876 3.9549 -0.01 -0.01 -0.02 0.324
H -1.9176 -6.3463 1.6947 -0.01 -0.01 0.01 0.333
H -0.8622 -5.9689 0.3175 0.02 0.00 0.01 0.333
H -2.2884 -2.6970 -0.2459 -0.02 0.12 -0.05 0.096
H -1.0789 -3.8656 -0.8105 0.09 -0.02 -0.10 0.301
H -3.5316 -4.7463 2.4342 -0.03 -0.04 0.02 0.354
H -3.6983 -3.1921 1.6003 0.00 0.04 -0.02 0.329
O 0.3759 -1.6156 -4.0066 0.00 -0.13 0.36 -0.587
C 0.4510 -1.8541 -2.8574 0.14 -0.15 0.96 0.811
N 0.5145 -2.1183 -1.6735 -0.26 0.32 -1.41 -0.427
```
Forces are in eV/Å.

The value obtained for the orbital gap (spin up / spin down) is 0.2532 / 0.2581 Ha. Its spin multiplicity is 2. As for the highest occupied orbital energy (spin up / spin down): -7.93 / -7.95 eV. For the electronic energy, the calculation gives -90900.821 eV. The relative energy (zero: lowest compared OMol25 entry of this formula, charge and spin) is 8.9 kcal per mole.

The following is a quantum chemistry calculation of a molecular structure, C12H44B2BaO16P4, from the OMol25 dataset.

```
79
Properties=species:S:1:pos:R:3:forces:R:3:mulliken_charge:R:1
Ba -1.2634 -2.4103 -9.3185 0.10 -0.18 0.05 0.463
B -2.2225 -2.2256 -11.8973 -0.80 -0.44 -1.22 0.530
H -2.7923 -1.3620 -11.3140 -0.21 0.99 0.41 -0.478
H -2.6183 -2.3241 -13.0354 0.01 0.08 -0.13 -0.251
H -1.0499 -2.1910 -11.8016 0.84 0.47 -0.27 -0.181
H -2.5314 -3.1953 -11.2801 -0.42 -1.06 0.10 -0.415
B 0.7921 -2.7004 -7.2692 0.82 -0.27 0.81 0.972
H 0.9635 -3.8693 -6.9740 -0.15 -0.23 -0.07 -0.373
H 1.0154 -2.5368 -8.4227 0.67 0.10 -0.77 -0.246
H -0.3516 -2.3919 -7.1586 -0.59 0.20 1.04 -0.345
H 1.5287 -2.0210 -6.5891 -0.04 0.20 0.06 -0.298
C -1.4403 -6.2102 -12.1225 -0.09 0.30 -0.06 -0.501
O -0.2145 -6.3576 -11.3834 0.12 -0.27 -0.21 -0.201
P 0.8363 -5.1692 -11.3933 -0.35 -0.25 0.12 0.506
O 0.3869 -3.9924 -10.6646 0.11 0.33 -0.05 0.364
O 2.1336 -5.8484 -10.8463 0.26 -0.30 0.03 -0.446
C 2.3402 -5.9805 -9.4346 0.37 0.24 0.60 -0.392
O 1.1718 -4.8917 -12.8949 0.00 0.39 -0.24 -0.396
C 1.6321 -5.8893 -13.7985 -0.07 -0.34 -0.29 -0.764
H -1.5361 -7.0704 -12.7815 -0.09 -0.09 0.12 0.286
H -1.4460 -5.3018 -12.7284 0.08 0.03 0.08 0.354
H -2.2674 -6.1393 -11.4198 -0.02 -0.13 -0.01 -0.094
H 3.2734 -5.4831 -9.1682 -0.03 0.02 -0.19 0.250
H 2.4449 -7.0337 -9.1757 -0.21 -0.03 -0.14 0.277
H 1.5565 -5.4917 -8.8532 -0.09 -0.08 -0.10 -0.003
H 0.8454 -6.1522 -14.5082 -0.13 0.12 0.14 0.272
H 1.9357 -6.7960 -13.2772 0.15 0.06 0.03 0.339
H 2.4572 -5.4729 -14.3701 0.12 -0.01 0.15 0.266
C -5.1110 0.1865 -9.6365 0.16 0.39 -0.38 -0.662
O -5.6419 -0.5014 -8.4954 0.29 0.23 0.24 -0.338
P -5.1577 -1.9718 -8.1897 -0.71 -0.38 -0.41 -0.320
O -3.7041 -2.1457 -8.2472 0.39 0.08 0.11 1.053
O -5.8311 -2.3015 -6.8180 -0.08 0.04 0.28 -0.346
C -5.2741 -1.7460 -5.6181 0.21 -0.05 0.19 -0.544
O -5.9886 -2.9112 -9.1347 0.11 -0.10 0.02 -0.354
C -5.4778 -3.2029 -10.4576 -0.10 0.06 -0.30 0.025
H -4.1317 -0.1725 -9.9636 -0.10 -0.30 0.17 0.105
H -4.9755 1.2346 -9.3746 -0.25 -0.02 0.06 0.325
H -5.8190 0.0904 -10.4581 0.01 0.05 -0.02 0.327
H -6.0212 -1.1175 -5.1404 -0.02 0.03 -0.07 0.270
H -4.3639 -1.1780 -5.8166 -0.08 0.05 -0.08 0.159
H -5.0036 -2.5636 -4.9516 -0.11 -0.04 -0.03 0.240
H -5.1865 -4.2468 -10.4998 0.08 -0.02 0.07 -0.037
H -4.6209 -2.5857 -10.7210 0.08 -0.04 0.07 0.004
H -6.2751 -3.0124 -11.1734 -0.09 0.00 0.10 0.369
C -5.0896 -6.8003 -9.0016 -0.30 -0.54 0.09 -0.904
O -3.9611 -5.9524 -9.2009 -0.08 0.14 0.05 0.042
P -2.6782 -6.0518 -8.2870 -0.43 -0.21 -0.17 -0.631
O -1.7682 -4.9317 -8.4897 0.20 0.26 -0.18 1.115
O -3.1907 -6.2154 -6.8031 0.13 0.16 0.10 -0.310
C -3.2064 -5.0654 -5.9347 -0.26 0.29 0.11 -0.498
O -2.1271 -7.4754 -8.6458 0.16 -0.09 0.04 -0.392
C -0.7448 -7.7600 -8.3596 0.36 -0.24 -0.13 -0.635
H -5.9923 -6.2577 -9.2736 0.10 0.16 0.01 0.263
H -5.1636 -7.1266 -7.9637 -0.01 0.14 0.02 0.352
H -5.0213 -7.6950 -9.6232 0.17 0.12 -0.08 0.272
H -4.2347 -4.9010 -5.6111 0.03 -0.19 0.10 0.277
H -2.8739 -4.1560 -6.4341 0.17 -0.15 -0.15 0.131
H -2.5548 -5.2677 -5.0896 -0.04 -0.04 0.03 0.277
H -0.6877 -8.7123 -7.8373 -0.13 0.04 0.07 0.374
H -0.2740 -6.9760 -7.7670 -0.13 0.03 0.05 0.311
H -0.2134 -7.8385 -9.3064 -0.07 0.04 -0.01 0.137
C -3.2235 1.5930 -7.0462 0.29 0.13 0.75 -0.598
O -2.7424 2.1323 -8.2849 -0.41 -0.01 0.15 -0.334
P -1.4510 1.5413 -8.9453 0.34 0.29 -0.64 0.254
O -1.1287 0.1587 -8.6004 0.04 -0.16 0.08 0.231
O -1.6878 1.7289 -10.4865 -0.04 -0.06 -0.08 -0.176
C -2.1534 2.9753 -11.0239 -0.13 0.06 0.31 -0.763
O -0.3417 2.5983 -8.5865 0.05 0.21 0.39 -0.337
C 1.0426 2.2208 -8.6674 0.32 -0.12 0.28 -0.667
H -2.6690 0.7003 -6.7524 -0.08 -0.10 -0.27 0.152
H -4.2828 1.3666 -7.1316 0.00 0.03 -0.15 0.220
H -3.0596 2.3296 -6.2568 -0.14 0.08 -0.16 0.394
H -1.6522 3.1408 -11.9708 -0.10 -0.12 -0.12 0.255
H -1.9378 3.8154 -10.3621 0.12 -0.08 0.06 0.354
H -3.2324 2.8967 -11.1303 -0.03 0.09 -0.26 0.225
H 1.2017 1.4683 -9.4373 0.05 0.06 -0.07 0.303
H 1.3734 1.8211 -7.7092 -0.16 -0.13 -0.03 0.278
H 1.6251 3.1169 -8.8626 -0.15 0.05 -0.21 0.255
```
Forces are in eV/Å.

The value obtained for the orbital gap is 0.3263 Ha. Its spin multiplicity is 1. As for the highest occupied orbital energy: -8.38 eV. For the electronic energy, the calculation gives -85130.118 eV.